(1)
{
  "formula": "C48H40N4OP2PdS",
  "method": "ωB97M-V with the def2-TZVPD basis set",
  "elements": ["Pd", "C", "C", "N", "N", "C", "O", "C", "C", "C", "C", "C", "C", "C", "C", "C", "C", "C", "N", "H", "H", "H", "H", "H", "H", "H", "H", "H", "H", "H", "H", "S", "C", "C", "C", "C", "C", "C", "C", "C", "C", "N", "H", "H", "H", "H", "H", "H", "C", "P", "C", "C", "C", "C", "C", "C", "C", "C", "C", "C", "C", "C", "P", "C", "C", "C", "C", "C", "C", "C", "C", "C", "C", "C", "C", "H", "H", "H", "H", "H", "H", "H", "H", "H", "H", "H", "H", "H", "H", "H", "H", "H", "H", "H", "H", "H", "H"],
  "coordinates": [[-0.1948, -0.7325, 0.6057], [4.2022, -0.8889, 0.4058], [2.7230, -1.0708, 0.3417], [1.8680, -0.2215, 0.7918], [2.3571, 0.8950, 1.4395], [1.7857, 2.0020, 1.1840], [0.9392, 2.0696, 0.0927], [2.1028, 3.2161, 1.9499], [1.6772, 4.4809, 1.5470], [1.9883, 5.5972, 2.3069], [2.7394, 5.4604, 3.4648], [3.1846, 4.2050, 3.8583], [2.8663, 3.0873, 3.1102], [2.1550, -2.2785, -0.3108], [2.9564, -3.2663, -0.8513], [2.3597, -4.3623, -1.4630], [0.9822, -4.4330, -1.5187], [0.2400, -3.4023, -0.9580], [0.8107, -2.3554, -0.3715], [4.4631, -0.0203, 0.9997], [4.6001, -0.7600, -0.6031], [4.6736, -1.7734, 0.8346], [1.1304, 4.6233, 0.6274], [1.6601, 6.5762, 1.9854], [2.9910, 6.3330, 4.0522], [3.7815, 4.0982, 4.7537], [3.2000, 2.1066, 3.4186], [4.0323, -3.1934, -0.8031], [2.9729, -5.1450, -1.8880], [0.4765, -5.2660, -1.9845], [-0.8423, -3.4116, -0.9740], [-4.1407, -1.6430, -1.2880], [-4.0021, -2.5498, 0.1436], [-2.8327, -2.3017, 0.8030], [-2.0243, -1.3286, 0.1521], [-2.6084, -0.8876, -1.0182], [-1.9896, -0.0479, -2.0412], [-2.6411, 0.3095, -3.2270], [-1.9552, 1.0228, -4.1868], [-0.6244, 1.3696, -3.9639], [-0.0574, 1.0063, -2.7627], [-0.7154, 0.3279, -1.8090], [-4.7864, -3.2326, 0.4297], [-2.5600, -2.7992, 1.7228], [-3.6680, 0.0149, -3.3956], [-2.4455, 1.2984, -5.1110], [-0.0475, 1.8999, -4.7077], [0.9713, 1.2585, -2.5276], [-2.7360, 0.2848, 2.8048], [-1.1135, 0.6447, 2.0959], [-0.1795, 1.3220, 3.4805], [-0.4986, 2.5883, 3.9734], [0.0748, 3.0388, 5.1482], [0.9504, 2.2173, 5.8458], [1.2718, 0.9588, 5.3581], [0.7145, 0.5112, 4.1702], [-1.3795, 2.1582, 1.0653], [-2.5979, 2.8123, 0.9785], [-2.8130, 3.8491, 0.0774], [-1.8297, 4.2697, -0.8219], [-0.6068, 3.6592, -0.7888], [-0.3737, 2.5333, 0.0832], [-2.6802, -1.2252, 3.9240], [-4.4810, -1.4377, 4.1789], [-4.8884, -1.9760, 5.4019], [-6.2226, -2.2620, 5.6381], [-7.1726, -2.0235, 4.6542], [-6.7778, -1.5027, 3.4327], [-5.4395, -1.2154, 3.1935], [-2.1774, -0.5383, 5.5398], [-2.7215, 0.6116, 6.1106], [-2.3356, 1.0139, 7.3778], [-1.4174, 0.2579, 8.0996], [-0.8827, -0.8954, 7.5489], [-1.2578, -1.2868, 6.2701], [-3.3836, 0.0206, 1.9678], [-3.1419, 1.1509, 3.3331], [-1.2037, 3.2272, 3.4535], [-0.1705, 4.0217, 5.5264], [1.3835, 2.5597, 6.7762], [1.9454, 0.3182, 5.9107], [0.9552, -0.4779, 3.7935], [-3.4097, 2.5164, 1.6286], [-3.7810, 4.3341, 0.0658], [-2.0280, 5.0742, -1.5154], [0.1985, 3.9336, -1.4582], [-0.8765, 1.7641, -0.6758], [-4.1605, -2.1637, 6.1821], [-6.5215, -2.6713, 6.5936], [-8.2145, -2.2458, 4.8397], [-7.5108, -1.3190, 2.6583], [-5.1669, -0.8269, 2.2203], [-3.4731, 1.1822, 5.5760], [-2.7662, 1.9041, 7.8170], [-1.1339, 0.5643, 9.0977], [-0.1814, -1.4944, 8.1143], [-0.8437, -2.1910, 5.8383]],
  "forces_ev_per_a": [[0.538, -0.503, 0.212], [-0.038, 0.000, -0.022], [0.016, 0.058, 0.017], [-0.007, -0.089, -0.015], [0.003, 0.087, -0.030], [-0.023, -0.059, 0.049], [-0.076, -0.037, 0.055], [-0.005, 0.002, -0.061], [0.010, 0.012, 0.011], [-0.004, -0.006, 0.002], [0.008, -0.006, -0.002], [0.000, -0.006, -0.012], [0.030, -0.013, 0.030], [-0.018, 0.038, 0.021], [0.022, -0.032, -0.021], [-0.008, -0.008, -0.006], [0.005, 0.023, 0.010], [0.021, 0.002, 0.012], [-0.138, 0.061, -0.085], [-0.013, 0.020, 0.011], [0.020, 0.006, 0.006], [-0.011, -0.005, 0.001], [-0.023, -0.041, -0.046], [-0.002, 0.005, -0.006], [-0.003, 0.009, 0.005], [0.007, -0.002, 0.011], [-0.004, 0.017, -0.011], [0.006, 0.023, 0.013], [-0.008, -0.010, -0.005], [-0.004, -0.012, -0.006], [0.007, 0.001, 0.001], [-0.051, 0.029, 0.013], [0.060, -0.031, -0.049], [0.011, 0.002, 0.025], [-0.082, -0.063, -0.106], [0.010, -0.020, 0.016], [0.026, -0.013, 0.005], [0.027, -0.039, 0.000], [-0.011, -0.005, -0.007], [0.043, -0.031, -0.008], [0.004, -0.100, -0.062], [-0.196, 0.365, -0.056], [-0.018, -0.015, 0.006], [-0.002, 0.013, -0.033], [-0.010, -0.003, 0.007], [-0.004, 0.005, -0.006], [0.010, 0.004, -0.003], [-0.004, 0.039, 0.018], [-0.024, 0.029, 0.070], [-0.253, 0.383, -0.094], [0.041, -0.052, 0.050], [-0.014, 0.004, 0.006], [-0.001, -0.022, 0.020], [0.017, -0.025, 0.006], [-0.009, 0.019, -0.002], [-0.005, -0.072, -0.026], [0.035, -0.066, -0.075], [-0.010, -0.005, 0.024], [-0.021, 0.006, -0.029], [-0.017, -0.022, 0.013], [0.025, -0.047, 0.105], [0.139, 0.319, 0.074], [0.090, 0.089, -0.067], [0.007, -0.047, 0.092], [-0.032, 0.022, -0.003], [-0.017, -0.003, -0.022], [0.003, -0.014, 0.016], [0.032, 0.007, -0.006], [-0.043, -0.015, -0.011], [0.005, -0.013, -0.006], [0.015, 0.012, -0.036], [-0.006, -0.004, 0.013], [-0.012, 0.000, -0.004], [-0.012, 0.008, 0.007], [-0.014, -0.007, 0.000], [-0.046, 0.029, 0.036], [0.041, 0.007, 0.005], [-0.003, 0.002, -0.011], [-0.004, 0.014, 0.010], [0.003, 0.005, 0.014], [0.018, -0.005, 0.006], [-0.013, 0.041, 0.007], [0.022, -0.026, 0.016], [-0.014, 0.006, -0.006], [0.013, 0.009, -0.012], [0.009, 0.030, -0.014], [-0.045, -0.286, -0.084], [-0.008, 0.002, -0.003], [-0.002, -0.004, 0.007], [-0.011, 0.001, 0.000], [-0.012, 0.007, -0.004], [0.009, 0.004, 0.005], [-0.007, 0.012, 0.007], [-0.004, 0.008, 0.001], [0.006, 0.002, 0.008], [0.006, -0.007, 0.006], [0.006, -0.005, -0.006]],
  "lowdin_charge": [0.791, 0.004, -0.221, -0.026, 0.123, -0.271, 0.011, -0.145, -0.010, -0.050, -0.047, -0.051, -0.023, -0.202, 0.017, -0.012, -0.010, -0.075, 0.019, 0.080, 0.109, 0.100, 0.097, 0.114, 0.117, 0.119, 0.115, 0.120, 0.127, 0.123, 0.115, 1.080, -0.394, -0.251, -0.375, -0.510, -0.287, -0.016, -0.027, -0.039, -0.136, 0.049, 0.084, 0.068, 0.101, 0.124, 0.115, 0.121, -0.481, 0.947, -0.374, -0.081, -0.057, -0.054, -0.062, -0.105, -0.184, -0.026, 0.034, -0.001, 0.050, -0.359, 1.049, -0.372, -0.091, -0.063, -0.070, -0.075, -0.107, -0.425, -0.091, -0.067, -0.068, -0.075, -0.124, 0.030, 0.060, 0.110, 0.119, 0.120, 0.120, 0.109, 0.117, 0.136, 0.133, 0.152, 0.201, 0.106, 0.113, 0.111, 0.108, 0.079, 0.109, 0.111, 0.112, 0.111, 0.101],
  "energy_ha": -3355.63457,
  "orbital_gap_ev": 5.53,
  "total_charge": 2
}

=====

(2)
{
  "formula": "C9H32N10O9",
  "method": "ωB97M-V with the def2-TZVPD basis set",
  "elements": ["N", "C", "N", "O", "H", "H", "H", "H", "N", "C", "N", "O", "H", "H", "H", "H", "N", "C", "N", "O", "H", "H", "H", "H", "N", "C", "N", "O", "H", "H", "H", "H", "N", "C", "N", "O", "H", "H", "H", "H", "O", "C", "C", "O", "H", "H", "H", "H", "H", "H", "O", "C", "C", "O", "H", "H", "H", "H", "H", "H"],
  "coordinates": [[-4.3272, 0.0665, -2.0155], [-4.3533, -0.9099, -2.9737], [-4.2265, -2.1778, -2.4669], [-4.4525, -0.6719, -4.1610], [-4.4647, 1.0134, -2.3152], [-3.9657, -0.0690, -1.0861], [-4.2174, -2.3361, -1.4783], [-4.2870, -2.9384, -3.1167], [0.4656, -2.5248, 3.0605], [-0.5987, -1.7443, 2.7642], [-1.6751, -1.9973, 3.5684], [-0.5812, -0.8069, 1.9750], [1.3607, -2.3991, 2.6161], [0.2211, -3.3721, 3.5415], [-1.6400, -2.8095, 4.1552], [-2.4608, -1.3773, 3.5605], [-2.2307, 5.6425, 1.2141], [-1.8929, 4.3150, 1.1873], [-2.8258, 3.5088, 0.6465], [-0.8409, 3.9465, 1.6795], [-1.6439, 6.1494, 1.8498], [-2.9285, 6.0393, 0.6178], [-2.6699, 2.5145, 0.6958], [-3.6007, 3.9371, 0.1791], [2.9932, -1.3706, 0.6335], [3.0834, -2.6866, 0.8967], [2.3881, -3.4007, -0.0444], [3.5418, -3.1694, 1.9184], [2.3624, -1.0988, -0.0980], [3.5246, -0.7120, 1.1679], [2.2486, -2.8871, -0.9039], [1.9865, -4.2986, 0.1307], [1.8335, 0.9587, 2.6328], [2.6030, 1.3344, 3.7015], [3.8299, 1.8521, 3.4002], [2.2327, 1.1741, 4.8519], [2.1118, 1.1987, 1.7007], [1.1206, 0.2958, 2.8809], [4.3750, 2.2274, 4.1519], [4.1606, 1.8684, 2.4549], [-2.0494, 0.3984, -0.0983], [-1.2556, 0.8688, -1.1945], [0.0354, 1.5188, -0.7668], [1.0079, 0.4798, -0.4715], [-1.5312, -0.3076, 0.3197], [-1.0297, 0.0115, -1.8342], [-1.8965, 1.5471, -1.7573], [-0.0210, 2.2559, 0.0380], [0.4164, 2.0963, -1.6127], [0.7342, 0.2196, 0.4230], [1.9345, -2.5104, -2.8249], [1.5327, -1.7128, -3.9231], [2.3798, -0.4529, -3.9439], [1.7775, 0.5664, -3.1358], [1.4191, -3.3236, -2.8494], [1.8166, -2.1956, -4.8737], [0.4811, -1.4393, -3.9975], [2.5099, -0.0017, -4.9231], [3.3822, -0.6536, -3.5557], [1.7963, 0.3503, -2.1919]],
  "forces_ev_per_a": [[-0.369, 0.220, 0.148], [0.318, 0.178, 0.269], [0.122, 0.111, -0.148], [-0.218, -0.102, -0.145], [0.091, -0.049, -0.193], [0.160, -0.084, -0.062], [-0.090, -0.182, -0.011], [0.003, -0.061, 0.076], [-0.470, -0.241, -0.225], [0.040, 0.416, 1.004], [0.181, -0.346, -0.546], [0.173, 0.226, -0.573], [0.023, -0.236, -0.066], [0.826, -0.113, 0.070], [-0.389, 0.243, 0.272], [-0.101, -0.060, -0.063], [0.235, -0.272, 0.132], [0.389, 0.622, 0.444], [-0.012, -0.380, -0.300], [-0.012, -0.501, 0.074], [-0.100, 0.606, -0.361], [-0.037, 0.317, 0.231], [-0.134, -0.098, -0.314], [-0.266, -0.456, 0.022], [0.451, 0.581, -0.286], [-1.218, -1.112, 0.697], [0.392, 0.532, -0.518], [0.329, 0.005, 0.132], [0.216, 0.585, 0.017], [-0.034, 0.074, 0.049], [-0.390, -0.682, -0.136], [0.267, -0.151, 0.068], [0.624, 0.232, 0.687], [-0.099, -0.263, 0.421], [-0.118, 0.104, -0.281], [0.027, 0.022, -0.039], [-0.318, -0.218, -0.164], [-0.346, 0.167, -0.611], [0.076, 0.002, -0.041], [0.196, 0.195, 0.070], [0.202, -0.072, -0.090], [-0.562, -0.074, 0.220], [0.469, 0.294, -1.035], [-0.616, 0.723, 0.908], [-0.250, 0.216, 0.482], [0.162, 0.180, -0.220], [0.151, 0.142, 0.005], [-0.362, -0.389, 0.332], [0.137, -0.295, -0.124], [0.278, -0.530, -0.044], [-0.596, -0.076, 0.224], [1.459, 0.461, -1.897], [-0.428, 0.773, 1.554], [0.122, 0.260, -0.281], [0.039, -0.017, -0.008], [-0.314, -0.440, 0.242], [-0.149, -0.154, 0.503], [-0.320, -0.232, -0.220], [0.048, -0.337, -0.107], [0.111, -0.268, -0.241]],
  "lowdin_charge": [0.150, -0.688, 0.145, 0.026, 0.100, 0.068, 0.088, 0.098, 0.197, -0.635, 0.165, 0.003, 0.080, 0.106, 0.096, 0.110, 0.140, -0.697, 0.173, 0.024, 0.102, 0.088, 0.085, 0.097, 0.174, -0.703, 0.159, 0.020, 0.066, 0.099, 0.050, 0.102, 0.168, -0.677, 0.149, 0.026, 0.075, 0.070, 0.101, 0.086, -0.111, -0.224, -0.184, -0.128, 0.049, 0.122, 0.114, 0.110, 0.121, 0.044, -0.080, -0.234, -0.218, -0.087, 0.095, 0.120, 0.124, 0.119, 0.122, 0.039],
  "energy_ha": -1587.00885,
  "orbital_gap_ev": 9.62
}

=====

(3)
{
  "formula": "C10H16O",
  "method": "ωB97M-V with the def2-TZVPD basis set",
  "elements": ["C", "C", "C", "H", "H", "H", "H", "H", "H", "H", "H", "C", "C", "C", "C", "C", "C", "C", "O", "H", "H", "H", "H", "H", "H", "H", "H"],
  "coordinates": [[1.0649, -1.0812, 2.3129], [-0.0221, -0.2728, 3.0155], [2.2222, -0.2366, 1.7783], [0.6083, -1.6034, 1.4678], [1.5407, -1.8788, 2.8579], [-0.0671, -0.6373, 4.0451], [0.1700, 0.7961, 3.0711], [3.0543, -0.9221, 1.6050], [2.5935, 0.4525, 2.5406], [-1.0467, -0.4311, 2.7265], [2.0677, 0.3427, 0.8771], [-2.4741, 1.0171, -0.0687], [-0.1147, 0.5474, -0.6916], [-1.4844, 0.5649, -1.0587], [0.9063, 0.2428, -1.5470], [-1.8862, 0.2082, -2.3703], [0.4815, -0.0731, -2.8691], [-0.8984, -0.2217, -3.2011], [1.3061, -0.5248, -3.7980], [0.1584, 0.7954, 0.3197], [1.9205, 0.0379, -1.2360], [-2.2518, 0.6385, 0.9329], [-3.5068, 0.7603, -0.2740], [-2.9227, 0.1257, -2.6616], [-1.1169, -0.6331, -4.1808], [2.1786, -0.1230, -3.6398], [-2.4813, 2.1093, 0.0464]],
  "forces_ev_per_a": [[-0.301, 0.597, -1.776], [0.298, -0.587, 1.627], [0.792, -0.420, 0.709], [0.025, -0.094, -0.159], [-0.298, -0.117, 0.862], [0.119, 0.376, 0.212], [0.133, 0.069, -0.137], [0.104, 0.160, -0.317], [-0.139, 0.056, 0.013], [-0.320, -0.136, -0.815], [-0.275, 0.102, -0.119], [-0.443, 0.092, 0.912], [1.096, 0.167, 0.163], [-0.744, 0.742, -0.242], [-1.248, -0.147, -0.525], [0.903, -0.754, 0.285], [0.002, -1.579, 0.119], [-0.401, 0.409, -0.739], [0.151, 1.167, 0.257], [-0.234, -0.078, 0.328], [0.122, 0.463, 0.028], [0.184, 0.002, -0.072], [-0.042, -0.229, -0.409], [-0.058, 0.153, 0.124], [0.046, 0.135, 0.011], [0.218, -0.564, -0.156], [0.308, 0.014, -0.183]],
  "lowdin_charge": [-0.299, -0.115, -0.121, 0.091, 0.099, 0.077, 0.075, 0.078, 0.084, 0.047, 0.024, -0.003, 0.022, -0.166, 0.060, 0.037, -0.227, 0.063, 0.181, 0.108, 0.130, 0.088, 0.098, 0.139, 0.146, 0.159, 0.126],
  "energy_ha": -465.55906,
  "s2": 0.767,
  "multiplicity": 2,
  "orbital_gap_ev": [10.18, 6.60],
  "total_charge": 1
}